Below is a structure of composition C33H32AsBrN5O5SW in a non-equilibrium geometry, with properties calculated with ωB97M-V/def2-TZVPD.

Each line ends with the Mulliken charge.
Element x y z (Å)
W (0.48, -0.61, 0.31)  1.70
C (5.21, -1.60, -5.12)  -1.53
C (4.56, -0.97, -3.93)  0.92
C (5.26, -0.72, -2.76)  -0.90
C (4.66, -0.11, -1.68)  -0.61
C (3.31, 0.25, -1.75)  0.77
C (2.60, 0.01, -2.91)  -0.07
C (3.22, -0.60, -3.99)  -0.97
S (2.60, 1.12, -0.37)  -0.12
O (2.33, -0.03, 0.67)  -0.43
O (2.54, -2.11, -0.63)  0.17
N (1.12, 1.43, -0.89)  -0.13
C (0.54, 2.64, -0.30)  -0.83
C (-0.26, 2.24, 0.94)  0.44
O (-1.02, 2.95, 1.53)  -0.61
O (0.00, 0.99, 1.28)  -0.51
H (5.86, -2.43, -4.84)  0.39
H (5.83, -0.86, -5.64)  0.33
H (4.47, -1.96, -5.83)  0.36
H (6.31, -0.99, -2.69)  0.42
H (5.21, 0.08, -0.77)  0.46
H (1.57, 0.29, -2.96)  0.13
H (2.65, -0.77, -4.90)  0.40
H (-0.11, 3.13, -1.03)  0.30
H (1.32, 3.35, 0.01)  0.54
N (-3.75, -9.69, -1.10)  -0.47
C (-3.40, -8.62, -0.92)  -0.16
C (-2.94, -7.29, -0.68)  0.51
C (-2.29, -6.59, -1.70)  -1.04
C (-1.78, -5.33, -1.47)  -0.46
C (-1.91, -4.74, -0.21)  0.03
C (-2.61, -5.42, 0.79)  -0.40
C (-3.12, -6.68, 0.56)  -1.09
C (-1.28, -3.45, 0.11)  1.47
C (-2.02, -2.42, 0.67)  -1.49
C (-3.42, -2.38, 0.90)  -0.28
C (-3.71, -1.10, 1.34)  -1.66
C (-2.50, -0.39, 1.36)  -0.73
N (-1.47, -1.16, 0.96)  1.39
C (0.16, -3.33, -0.01)  0.94
C (1.03, -4.03, -0.79)  -0.60
C (2.38, -3.56, -0.49)  -1.11
C (2.20, -2.65, 0.66)  -0.33
N (0.82, -2.50, 0.95)  -0.13
H (-2.18, -7.05, -2.67)  0.48
H (-1.30, -4.79, -2.27)  0.54
H (-2.71, -4.96, 1.77)  0.54
H (-3.63, -7.21, 1.35)  0.48
H (-4.11, -3.19, 0.74)  0.76
H (-4.67, -0.72, 1.62)  0.57
H (-2.34, 0.63, 1.67)  0.66
H (0.79, -4.79, -1.51)  0.68
H (3.29, -4.10, -0.71)  0.60
H (2.92, -2.46, 1.45)  0.58
Br (0.41, 0.68, 7.31)  -0.11
C (0.61, 0.10, 5.53)  0.09
C (1.64, 0.61, 4.75)  -0.83
C (1.74, 0.18, 3.44)  -0.51
N (0.89, -0.69, 2.88)  0.39
C (-0.06, -1.20, 3.66)  -0.07
C (-0.24, -0.84, 4.98)  -0.88
H (2.34, 1.33, 5.14)  0.47
H (2.54, 0.53, 2.81)  0.58
H (-0.70, -1.95, 3.21)  0.40
H (-1.04, -1.27, 5.56)  0.48
C (-2.92, 1.65, -1.19)  -1.29
As (-1.18, 0.16, -1.50)  1.65
C (-0.79, 0.90, -3.32)  -1.56
C (-2.46, -1.15, -2.28)  -1.06
O (0.21, -1.12, -1.39)  -1.16
H (-3.12, 2.05, -2.18)  0.46
H (-2.60, 2.42, -0.50)  0.35
H (-3.73, 1.05, -0.79)  0.35
H (-1.70, 1.34, -3.73)  0.54
H (-0.46, 0.09, -3.96)  0.33
H (-0.02, 1.68, -3.27)  0.39
H (-3.08, -0.65, -3.02)  0.56
H (-3.10, -1.60, -1.53)  0.27
H (-1.86, -1.92, -2.76)  0.26

Properties
HOMO-LUMO gap (alpha / beta) ... 5.745 / 5.747 eV
ΔE to the lowest compared entry with this formula, charge and spin ... 146.34 kcal per mole
LUMO (alpha / beta) ... -4.7788 / -4.7709 eV
Total charge ... +1
E_HOMO (alpha / beta) ... -10.52 / -10.52 eV

Below is a structure of composition C33H32AuFN4O7S in a non-equilibrium geometry, with properties calculated with ωB97M-V/def2-TZVPD.

Each line ends with the Mulliken spin population.
Element x y z (Å)
Au (0.91, 3.36, -1.68)  0.52
C (1.33, -2.07, 2.45)  0.00
C (1.21, -0.63, 2.19)  0.00
C (2.25, 0.08, 1.61)  0.01
C (2.23, 1.44, 1.43)  -0.01
C (1.15, 2.17, 1.94)  -0.03
C (0.13, 1.50, 2.58)  0.01
C (0.11, 0.12, 2.65)  0.01
S (1.26, 3.93, 2.15)  0.01
O (0.06, 4.41, 2.85)  0.00
O (2.59, 4.30, 2.54)  0.00
N (1.07, 4.55, 0.54)  0.04
C (0.43, 5.72, 0.55)  0.03
C (-4.91, 3.76, -2.59)  0.00
O (-4.67, 2.89, -1.76)  0.00
O (-5.20, 4.57, -3.47)  0.00
H (2.11, -2.25, 3.23)  0.00
H (1.65, -2.60, 1.55)  0.00
H (0.35, -2.46, 2.74)  0.00
H (3.12, -0.47, 1.23)  0.00
H (3.04, 1.94, 0.92)  0.00
H (-0.67, 2.06, 3.12)  0.00
H (-0.77, -0.40, 3.01)  0.01
H (0.57, 6.31, -0.36)  0.00
H (-0.15, 6.02, 1.45)  0.01
C (-2.14, -3.67, -4.12)  0.01
C (-0.88, -2.96, -3.58)  0.04
N (-1.06, -1.63, -3.04)  0.01
C (-0.28, -0.68, -3.66)  0.17
C (-0.20, 0.63, -3.23)  -0.08
C (0.67, 1.56, -4.04)  0.02
O (1.23, 1.15, -5.05)  0.03
O (0.83, 2.83, -3.73)  0.21
C (-0.87, 1.00, -2.00)  0.17
O (-0.87, 2.15, -1.38)  0.13
C (-1.67, -0.04, -1.33)  -0.05
C (-2.34, 0.22, -0.12)  0.30
C (-2.82, -0.84, 0.61)  -0.08
F (-3.57, -0.60, 1.71)  0.00
C (-2.68, -2.21, 0.25)  0.14
C (-2.13, -2.43, -1.05)  0.10
C (-1.63, -1.37, -1.78)  -0.06
N (-3.10, -3.29, 1.07)  0.03
C (-2.40, -4.55, 0.90)  0.01
C (-3.31, -5.75, 1.16)  0.01
N (-3.94, -5.66, 2.54)  0.00
C (-3.80, -4.29, 3.14)  0.01
C (-4.06, -3.18, 2.16)  0.01
H (-1.77, -4.56, -4.61)  0.00
H (-2.62, -3.03, -4.88)  0.00
H (-2.87, -3.88, -3.34)  0.00
H (-0.11, -2.85, -4.36)  0.02
H (-0.41, -3.60, -2.85)  -0.03
H (0.30, -0.96, -4.56)  0.02
H (-2.51, 1.26, 0.21)  0.06
H (-2.16, -3.38, -1.52)  0.09
H (-1.49, -4.61, 1.55)  0.00
H (-1.97, -4.56, -0.09)  0.00
H (-2.75, -6.70, 1.06)  -0.01
H (-4.11, -5.77, 0.47)  0.00
H (-3.54, -6.36, 3.19)  0.00
H (-4.97, -5.84, 2.52)  0.00
H (-2.75, -4.21, 3.45)  0.00
H (-4.44, -4.22, 4.02)  0.00
H (-3.81, -2.25, 2.71)  0.01
H (-5.07, -3.13, 1.76)  -0.01
C (2.74, 3.96, -1.68)  0.23
C (3.89, 4.08, -1.24)  -0.12
C (5.14, 4.12, -0.61)  0.01
C (5.50, 5.26, 0.11)  0.00
C (6.70, 5.30, 0.82)  0.00
C (7.62, 4.27, 0.65)  0.00
C (7.26, 3.09, -0.03)  0.00
C (6.05, 3.02, -0.68)  0.00
H (4.82, 6.12, 0.12)  0.00
H (6.88, 6.14, 1.54)  0.00
H (8.60, 4.33, 1.14)  0.00
H (7.94, 2.25, 0.00)  0.00
H (5.71, 2.11, -1.17)  0.00

Properties
<S²> ... 2.04
HOMO-LUMO gap (alpha / beta) ... 2.356 / 5.059 eV
ΔE to the lowest compared entry with this formula, charge and spin ... 21.12 kcal per mole
LUMO (alpha / beta) ... -1.7367 / -1.7643 eV
Spin multiplicity ... 3
E_HOMO (alpha / beta) ... -4.09 / -6.82 eV

Below is a structure of composition C33H32Br2N6O2SiSn, with properties calculated with ωB97M-V/def2-TZVPD.

Each line ends with the Mulliken charge.
Element x y z (Å)
Sn (0.35, -0.99, 0.11)  1.12
O (3.50, 6.01, 1.53)  -0.39
C (3.81, 5.92, 0.42)  0.84
O (4.03, 5.82, -0.71)  -0.39
C (3.68, 2.85, 0.64)  -1.36
C (3.63, 2.19, -0.55)  -0.58
C (2.72, 1.14, -0.61)  0.50
N (1.93, 0.82, 0.43)  0.58
C (2.06, 1.48, 1.60)  0.53
C (2.95, 2.53, 1.75)  -0.56
C (1.26, 1.00, 2.78)  0.66
C (1.33, 1.67, 3.99)  -0.63
C (0.67, 1.14, 5.09)  -0.75
C (-0.01, -0.05, 4.96)  -1.02
C (-0.05, -0.65, 3.72)  -0.29
N (0.55, -0.13, 2.64)  0.54
C (2.66, 0.28, -1.82)  0.79
C (3.02, 0.75, -3.08)  -0.59
C (2.98, -0.12, -4.16)  -0.68
C (2.59, -1.43, -3.95)  -0.64
C (2.22, -1.80, -2.67)  -0.47
N (2.25, -0.98, -1.63)  -0.34
H (4.27, 2.44, -1.39)  0.50
H (3.07, 3.07, 2.68)  0.37
H (1.88, 2.59, 4.09)  0.37
H (0.72, 1.66, 6.04)  0.48
H (-0.51, -0.52, 5.80)  0.49
H (-0.59, -1.57, 3.57)  0.54
H (3.31, 1.78, -3.21)  0.40
H (3.26, 0.23, -5.14)  0.47
H (2.56, -2.14, -4.76)  0.48
H (1.90, -2.82, -2.47)  0.73
Br (-0.51, 3.82, 1.23)  -0.05
C (-0.38, 4.51, -0.55)  -0.64
Br (0.17, 3.17, -1.82)  -0.05
H (0.36, 5.30, -0.57)  0.41
H (-1.35, 4.87, -0.85)  0.42
C (-2.28, -3.94, -0.41)  -0.66
Si (-1.96, -3.57, 1.37)  0.04
C (-3.22, -4.40, 2.45)  -1.33
C (-0.26, -4.18, 1.86)  -0.88
N (-1.84, -1.78, 1.41)  0.47
C (-2.61, -0.86, 1.96)  -0.09
C (-3.68, -1.12, 2.89)  -0.44
C (-4.42, -0.10, 3.43)  -0.92
C (-4.15, 1.23, 3.10)  -0.66
C (-3.11, 1.53, 2.21)  -0.84
C (-2.36, 0.53, 1.66)  1.15
H (-2.45, -5.01, -0.55)  0.43
H (-1.42, -3.67, -1.02)  -0.08
H (-3.14, -3.40, -0.80)  0.35
H (-3.09, -5.48, 2.30)  0.39
H (-4.25, -4.16, 2.19)  0.37
H (-3.07, -4.21, 3.52)  0.43
H (-0.07, -5.14, 1.36)  0.42
H (-0.18, -4.35, 2.93)  0.32
H (0.56, -3.52, 1.58)  0.20
H (-3.89, -2.14, 3.16)  0.30
H (-5.22, -0.33, 4.12)  0.47
H (-4.74, 2.02, 3.53)  0.44
H (-2.90, 2.57, 1.96)  0.42
H (-1.55, 0.78, 0.98)  -0.16
N (-2.81, 0.44, -3.04)  0.00
C (-1.89, 0.48, -2.06)  -1.03
N (-1.10, -0.57, -2.05)  0.41
C (-1.54, -1.37, -3.11)  0.22
C (-1.08, -2.59, -3.59)  -0.02
C (-1.72, -3.14, -4.68)  -1.14
C (-2.80, -2.49, -5.30)  -0.52
C (-3.27, -1.28, -4.85)  -1.06
C (-2.61, -0.74, -3.74)  0.71
H (-3.50, 1.15, -3.23)  0.25
H (-1.83, 1.31, -1.37)  0.64
H (-0.26, -3.12, -3.12)  0.32
H (-1.39, -4.09, -5.07)  0.44
H (-3.28, -2.96, -6.15)  0.43
H (-4.10, -0.78, -5.32)  0.44

Properties
HOMO-LUMO gap (alpha / beta) ... 6.892 / 7.048 eV
ΔE to the lowest compared entry with this formula, charge and spin ... 28.14 kcal per mole
LUMO (alpha / beta) ... -6.7536 / -6.2336 eV
Total charge ... +2
E_HOMO (alpha / beta) ... -13.65 / -13.28 eV

Number 1: energy -195960.6510 eV. Number 2: energy -72269.4445 eV. Number 3: energy -201557.5428 eV.